No. 1
87
Properties=species:S:1:pos:R:3:forces:R:3:mulliken_charge:R:1 method="wB97M-V/def2-TZVPD" relative_energy_kj_mol=0.0 s2=6.012 orbital_gap_ev="8.4 / 7.0" multiplicity=5
Rh 0.1571 -0.4082 -0.0026 0.61 0.31 0.00 1.62
C -5.0223 1.1601 6.8626 0.00 0.00 -0.01 -1.65
C -4.1318 0.6358 5.7701 0.00 0.01 0.01 1.04
C -2.8251 1.0943 5.6335 0.00 0.01 -0.01 -1.05
C -1.9938 0.5963 4.6425 -0.01 0.01 -0.02 -0.10
C -2.4689 -0.3728 3.7725 0.10 0.05 0.04 0.05
C -3.7684 -0.8437 3.8905 0.00 -0.01 0.02 -0.45
C -4.5895 -0.3358 4.8833 0.00 -0.01 -0.01 -0.88
S -1.4187 -1.0456 2.5109 -0.16 0.00 0.08 1.18
O -0.8294 -2.2525 3.0246 -0.01 0.02 0.02 -0.73
O -2.3281 -1.2159 1.3602 -0.05 0.00 0.02 -0.91
N -0.3699 0.0740 2.0970 -0.09 -0.46 -0.35 -0.30
C 0.9419 0.0951 2.7937 -0.09 0.01 -0.07 -0.32
C 1.8131 0.8965 1.8161 0.10 0.15 0.21 0.12
O 1.9679 2.1102 2.0456 0.04 -0.07 -0.02 -0.55
O 2.1659 0.2900 0.7579 -0.25 0.02 -0.11 -0.79
H -4.7325 2.1677 7.1591 0.00 0.00 0.00 0.37
H -4.9588 0.5238 7.7477 0.00 0.00 0.00 0.34
H -6.0648 1.1808 6.5461 0.00 0.00 0.00 0.39
H -2.4528 1.8562 6.3084 0.00 0.00 0.00 0.40
H -0.9864 0.9742 4.5401 0.00 0.01 0.01 0.11
H -4.1344 -1.5910 3.1997 0.00 0.00 0.00 0.50
H -5.6076 -0.6971 4.9688 0.00 0.00 0.00 0.37
H 1.3293 -0.9144 2.9369 0.01 0.01 0.02 0.51
H 0.8925 0.6183 3.7483 0.00 0.01 0.00 0.34
O 0.0741 0.3119 -2.0658 -0.20 0.23 -0.36 -0.58
N 0.3178 1.5399 -2.3331 0.10 0.08 0.07 -0.11
C 0.2282 1.9419 -3.5782 -0.10 -0.34 0.26 0.83
C 0.5126 3.3190 -3.8303 0.05 -0.06 -0.11 -0.30
N 0.7486 4.4322 -3.9993 -0.01 -0.02 -0.10 -0.49
C -0.1733 1.0726 -4.6405 0.11 -0.03 -0.06 -0.03
N -0.4957 0.3648 -5.4866 -0.06 -0.12 0.00 -0.56
C -3.2806 1.3133 -2.7122 0.03 -0.01 0.01 -0.99
C -3.7326 0.7779 -1.3728 -0.03 0.03 0.02 0.03
O -2.6608 0.9114 -0.4498 0.12 -0.02 0.06 0.61
H -4.1032 1.3160 -3.4284 0.00 -0.01 0.00 0.46
H -2.4694 0.7013 -3.1083 -0.01 0.00 -0.01 0.07
H -2.9170 2.3377 -2.6042 -0.01 0.01 0.00 0.15
H -4.0208 -0.2738 -1.4684 -0.02 -0.01 0.01 0.05
H -4.6088 1.3287 -1.0104 0.00 0.00 0.00 0.32
H -2.7496 0.2709 0.2755 -0.06 -0.02 -0.03 -0.18
C -3.8921 2.5510 2.1959 0.00 -0.01 0.00 -0.15
Si -2.8138 4.0575 1.9232 0.02 0.02 0.03 0.27
C -3.0790 5.2955 3.3021 -0.01 0.00 0.00 -1.16
C -3.2146 4.8455 0.2719 0.02 0.01 0.00 -0.93
C -0.9817 3.5682 2.0076 0.01 0.03 0.01 -0.39
Te -0.1734 2.7115 0.2634 -0.07 0.27 0.15 -0.14
C 0.3273 4.5351 -0.6487 -0.05 -0.04 -0.02 -0.39
Si 2.1520 5.0341 -0.4085 0.02 0.04 -0.05 0.34
C 2.3696 6.5829 -1.4333 0.02 -0.01 -0.01 -1.12
C 3.2047 3.6390 -1.0522 -0.02 -0.01 0.01 -0.74
C 2.4565 5.3862 1.3986 -0.02 0.00 0.00 -1.01
H -4.6826 2.4920 1.4451 0.00 0.00 0.01 0.44
H -4.3618 2.5836 3.1817 0.01 -0.02 0.01 0.36
H -3.3149 1.6288 2.1411 0.01 -0.02 -0.02 -0.51
H -4.1243 5.6096 3.3480 0.00 0.00 0.00 0.35
H -2.4648 6.1883 3.1674 0.00 0.00 -0.01 0.30
H -2.8220 4.8540 4.2680 0.00 0.00 0.00 0.30
H -4.2908 5.0224 0.2054 0.00 0.01 0.00 0.40
H -2.9391 4.1958 -0.5635 -0.01 0.00 0.00 0.11
H -2.7157 5.8075 0.1361 0.01 -0.01 -0.01 0.35
H -0.8271 2.8257 2.7930 0.01 -0.02 -0.02 0.12
H -0.3418 4.4271 2.2239 -0.02 0.01 0.01 0.59
H -0.3677 5.2850 -0.2686 0.02 0.01 0.04 0.46
H 0.1552 4.4022 -1.7192 -0.02 0.06 0.20 0.10
H 2.1287 6.3902 -2.4810 -0.01 -0.01 0.02 0.33
H 3.4024 6.9355 -1.3837 0.01 0.00 0.01 0.33
H 1.7256 7.3907 -1.0786 0.00 0.00 0.01 0.31
H 3.0702 3.5281 -2.1311 0.00 -0.01 0.01 0.26
H 2.9592 2.6909 -0.5655 0.03 0.00 0.01 0.17
H 4.2624 3.8372 -0.8646 0.00 0.01 0.00 0.44
H 1.7907 6.1715 1.7670 0.00 -0.01 0.00 0.31
H 3.4820 5.7363 1.5390 0.00 -0.01 0.01 0.36
H 2.3255 4.4873 2.0041 0.01 -0.01 0.00 0.25
C 0.1064 -3.1938 -3.8339 0.01 0.03 0.10 -0.93
N -0.9928 -3.0222 -2.8945 0.01 0.02 -0.07 0.28
C -2.3374 -3.0619 -3.2101 -0.05 -0.04 -0.01 -0.34
C -3.0228 -2.8442 -2.0677 0.02 -0.01 -0.01 -0.77
N -2.0880 -2.6836 -1.0688 0.04 0.07 -0.16 0.29
C -0.8493 -2.7791 -1.5825 0.02 -0.04 0.09 0.05
S 0.6286 -2.6223 -0.7238 -0.02 -0.12 0.05 -0.45
H -0.1906 -2.7945 -4.7966 -0.06 0.02 -0.10 0.38
H 0.3674 -4.2480 -3.9173 0.01 0.03 -0.02 0.29
H 0.9601 -2.6315 -3.4663 0.01 -0.01 0.01 0.32
H -2.6762 -3.2409 -4.2142 -0.01 0.01 0.00 0.51
H -4.0798 -2.8043 -1.8801 0.00 0.02 -0.01 0.52
H -2.2500 -2.3712 -0.1114 -0.03 -0.04 0.15 0.25

---

No. 2
101
Properties=species:S:1:pos:R:3:forces:R:3:mulliken_charge:R:1 method="wB97M-V/def2-TZVPD" total_charge=-1 s2=3.773 orbital_gap_ev="3.4 / 6.0" multiplicity=4
Ni 0.4258 0.8654 0.7356 -1.35 -0.65 -1.18 2.79
O -0.8862 1.1196 -0.9322 1.42 0.88 0.59 -0.91
P -1.9071 0.2148 -1.5255 -2.78 -1.27 0.21 0.58
C -1.2993 -1.5273 -1.5476 0.20 0.16 0.67 -0.14
P -0.8480 -2.1139 0.1432 0.42 -0.44 -1.74 1.16
O -0.5119 -0.9893 1.0527 0.12 0.99 0.49 -0.58
C -2.1763 -3.1381 0.7585 -0.27 -0.40 0.32 0.22
C -2.9423 -2.7479 1.8609 0.58 0.24 -0.58 -0.27
C -3.8695 -3.6191 2.3868 -0.43 -0.64 0.10 -0.53
C -4.0489 -4.8847 1.8313 0.27 0.37 -0.10 -0.52
C -3.3044 -5.2600 0.7158 -0.40 -0.28 0.19 -0.70
C -2.3769 -4.3995 0.1801 0.29 0.72 0.05 -0.62
C 0.5503 -3.2604 -0.0597 -0.67 -0.24 0.05 -0.02
C 1.3136 -3.4384 -1.2057 -0.27 0.25 0.09 -0.37
C 2.4184 -4.2694 -1.1728 0.16 -0.19 -0.05 -0.49
C 2.7383 -4.9737 -0.0230 -0.12 0.08 -0.01 -0.59
C 1.9463 -4.8349 1.1111 0.10 -0.09 0.04 -0.54
C 0.8699 -3.9735 1.0949 -0.16 0.13 -0.10 -0.60
C -3.5030 0.2724 -0.6926 2.76 -0.20 -0.97 1.44
C -4.4045 -0.7949 -0.6121 -0.77 -0.80 -0.06 -0.61
C -5.6613 -0.5868 -0.0853 0.20 -0.32 -0.23 -0.69
C -6.0519 0.6745 0.3428 -0.85 -0.15 0.36 -0.76
C -5.1621 1.7431 0.2439 0.72 0.41 -0.25 -0.72
C -3.9063 1.5455 -0.2758 -0.55 0.96 0.45 -1.10
C -2.0965 0.5642 -3.2752 0.43 0.02 0.10 0.40
C -3.1120 -0.0023 -4.0628 0.26 -0.06 0.42 -0.89
C -3.2205 0.3458 -5.3890 -0.02 0.08 -0.35 -0.55
C -2.3329 1.2552 -5.9622 0.10 0.05 0.15 -0.74
C -1.3250 1.8216 -5.1801 -0.28 0.09 -0.48 -0.36
C -1.2180 1.4910 -3.8518 -0.07 -0.12 0.35 -0.12
H -0.3874 -1.4622 -2.1512 -0.08 -0.09 0.05 -1.17
H -2.0038 -2.1950 -2.0417 -0.04 -0.04 0.00 0.90
H -2.7807 -1.7660 2.2813 -0.01 0.10 0.09 0.37
H -4.4646 -3.3333 3.2409 -0.02 0.11 0.09 0.43
H -4.7557 -5.5777 2.2637 -0.09 -0.01 0.03 0.39
H -3.4500 -6.2364 0.2770 0.00 -0.09 -0.04 0.41
H -1.7748 -4.6855 -0.6731 0.01 -0.13 -0.01 0.43
H 1.0700 -2.9164 -2.1222 0.05 0.06 0.00 0.34
H 3.0419 -4.3513 -2.0519 0.04 -0.05 -0.03 0.38
H 3.6109 -5.6128 -0.0067 0.01 0.03 0.03 0.36
H 2.1787 -5.3769 2.0178 0.10 -0.01 0.01 0.41
H 0.2730 -3.8063 1.9849 0.06 -0.13 0.07 0.40
H -4.1141 -1.7865 -0.9320 -0.01 -0.14 0.00 0.38
H -6.3486 -1.4174 -0.0013 -0.05 -0.12 0.00 0.40
H -7.0387 0.8267 0.7531 -0.12 0.00 0.05 0.37
H -5.4629 2.7260 0.5755 0.02 0.14 0.05 0.40
H -3.1950 2.3560 -0.3514 -0.04 0.20 0.05 0.51
H -3.7956 -0.7122 -3.6169 -0.14 -0.02 0.01 0.36
H -4.0010 -0.0909 -5.9982 -0.05 -0.03 -0.01 0.40
H -2.4312 1.5276 -7.0025 0.01 -0.01 -0.10 0.38
H -0.6265 2.5164 -5.6274 0.05 0.07 -0.01 0.39
H -0.4427 1.9064 -3.2235 0.03 0.09 -0.04 0.02
C -1.0334 5.6805 2.9709 0.24 -0.25 0.07 -1.17
C 0.2566 4.8993 2.7992 -0.04 0.39 -0.30 -0.13
O 0.2504 3.7612 3.6456 -0.02 -0.75 0.18 -0.33
P 0.2407 2.2709 2.9765 -0.34 1.06 1.19 1.16
S -1.4783 1.8683 2.0922 1.17 -0.06 0.02 -0.58
S 1.9446 2.1187 1.9143 -0.49 0.30 0.25 -0.59
O 0.3472 1.4132 4.3208 -0.33 -0.03 -0.37 -0.34
C 1.4807 1.5457 5.1730 0.41 0.06 0.30 0.03
C 1.0815 2.2068 6.4805 -0.06 -0.10 -0.36 -1.35
H -1.0467 6.5209 2.2826 -0.06 0.14 -0.07 0.39
H -1.1198 6.0480 3.9908 -0.02 0.07 0.09 0.31
H -1.8783 5.0273 2.7691 -0.10 -0.01 -0.09 0.22
H 1.1270 5.5027 3.0823 -0.09 -0.06 -0.12 0.32
H 0.3782 4.5852 1.7564 0.04 0.10 0.07 0.11
H 2.2543 2.1301 4.6623 0.01 -0.17 0.12 0.38
H 1.8567 0.5327 5.3487 0.02 0.17 -0.08 0.10
H 0.7093 3.2083 6.2864 -0.03 0.13 0.01 0.28
H 1.9428 2.2654 7.1420 0.07 -0.01 0.10 0.39
H 0.2923 1.6307 6.9567 -0.04 -0.04 0.13 0.31
C 2.9589 -1.9373 3.9966 -0.38 0.17 0.22 -0.43
O 3.9544 -2.2916 3.0621 0.01 -0.05 0.18 -0.43
C 3.8309 -1.9229 1.7812 0.35 -0.04 -1.24 0.14
S 5.0846 -2.3515 0.7654 0.88 -0.33 0.09 -0.40
S 2.5044 -1.1472 1.1053 -0.36 0.11 0.70 -0.18
H 2.7106 -2.8289 4.5755 0.08 0.04 0.04 0.27
H 2.0638 -1.5683 3.4906 0.04 0.03 0.05 0.03
H 3.3579 -1.1608 4.6590 -0.06 -0.11 -0.04 0.27
C 1.7993 -0.2153 -4.1440 -0.02 -0.05 0.05 -1.09
C 2.8599 -0.1165 -3.0681 -0.26 0.25 0.43 -0.73
Sb 2.3163 1.1634 -1.3637 1.59 -0.09 -0.46 0.12
C 2.6916 3.1343 -2.2967 -0.33 -0.45 0.18 -0.85
C 1.5055 3.8283 -2.9353 0.03 0.06 0.07 -0.99
C 4.3499 1.1902 -0.5457 -0.45 -0.05 0.03 0.06
C 5.4660 1.4415 -1.5425 -0.19 0.09 0.05 -1.39
H 2.0660 -0.9708 -4.8866 -0.06 0.00 -0.08 0.43
H 1.6849 0.7379 -4.6558 -0.14 0.06 -0.12 0.35
H 0.8308 -0.4774 -3.7202 -0.14 -0.03 -0.13 0.01
H 3.7780 0.2818 -3.4907 0.15 0.05 0.09 0.54
H 3.0763 -1.0937 -2.6372 0.09 -0.02 0.14 0.43
H 3.4834 2.9952 -3.0300 0.14 -0.06 0.05 0.45
H 3.0793 3.7421 -1.4771 0.12 -0.07 0.04 0.50
H 1.2081 3.3199 -3.8499 -0.15 -0.01 -0.09 0.16
H 1.7613 4.8588 -3.1935 -0.09 0.04 -0.06 0.41
H 0.6562 3.8483 -2.2536 -0.15 0.05 -0.06 0.19
H 4.5115 0.2322 -0.0570 -0.14 -0.05 0.08 -0.27
H 4.3375 1.9646 0.2230 0.00 0.02 0.08 0.41
H 5.4898 0.6590 -2.2958 0.12 -0.05 -0.11 0.28
H 6.4260 1.4343 -1.0266 0.11 0.00 -0.01 0.44
H 5.3521 2.4034 -2.0374 0.12 0.09 -0.13 0.30

---

No. 3
60
Properties=species:S:1:pos:R:3:forces:R:3:mulliken_charge:R:1 method="wB97M-V/def2-TZVPD" total_charge=+2 s2=3.800 orbital_gap_ev="7.7 / 3.3" multiplicity=4
C -0.1206 3.0519 -0.7009 -0.10 -0.51 -1.54 -0.50
N -0.1414 1.7943 -1.2234 0.85 1.80 -1.09 0.01
N 0.0485 1.9376 -2.6159 -0.25 0.10 1.09 -0.03
C 0.0670 3.2402 -2.9147 0.19 -0.08 0.39 -0.09
C -0.0505 3.9862 -1.7407 0.19 -0.54 0.37 -1.06
B 0.2143 0.6888 -3.5117 -1.10 0.62 -0.33 0.09
N 1.2350 -0.2443 -2.7998 2.32 -1.25 -1.02 -0.04
N 1.0418 -0.6137 -1.4702 2.79 -2.04 1.05 0.36
C 2.1122 -1.3643 -1.1159 -2.57 1.57 0.03 -0.18
C 2.9507 -1.5364 -2.2263 0.82 -0.56 0.43 -1.10
C 2.3558 -0.8205 -3.2650 -2.41 1.84 -0.84 0.10
V -0.8176 0.0702 -0.6307 -1.18 -0.15 1.89 0.27
N -1.1298 -0.0765 -3.5149 -0.26 -0.50 0.86 0.10
N -1.6740 -0.4771 -2.2846 -0.89 -0.47 -2.40 0.31
C -2.7961 -1.1950 -2.5805 1.10 0.78 -0.52 -0.30
C -2.9552 -1.2662 -3.9694 0.16 0.13 0.47 -1.63
C -1.8899 -0.5440 -4.5102 -0.07 -0.19 0.20 0.08
H -3.4004 -1.5932 -1.7796 0.02 0.07 -0.21 0.40
H -1.6210 -0.3360 -5.5428 -0.15 -0.09 0.28 0.49
H -3.7463 -1.7804 -4.4880 0.03 0.10 -0.09 0.47
H 0.5649 0.9826 -4.6230 0.03 -0.18 0.32 -0.01
H 2.6378 -0.6840 -4.3007 0.14 -0.01 0.13 0.52
H 0.1928 3.5614 -3.9397 -0.03 0.01 0.11 0.50
H 3.8609 -2.1028 -2.2471 0.24 -0.13 -0.13 0.45
H -0.0910 5.0538 -1.6287 0.10 0.08 -0.11 0.47
H 2.2166 -1.7404 -0.1141 0.09 0.00 -0.08 0.63
H -0.1824 3.2103 0.3599 -0.14 0.02 0.03 0.53
H -0.6110 -2.3462 0.1506 -0.01 -0.06 0.27 0.47
C 0.0373 -2.1676 1.0218 0.26 -0.02 -0.38 -1.30
H 0.9146 -2.8030 0.8959 -0.14 0.00 0.17 0.27
H 0.3622 -1.1162 1.0506 0.20 -0.23 0.33 0.41
H -0.4695 -2.4214 1.9532 -0.04 0.19 -0.22 0.32
C -5.1619 -0.6971 0.5260 0.07 0.14 -0.11 -0.94
Si -3.4614 -1.1134 1.2031 -0.47 -0.47 0.80 0.26
C -3.4797 -1.3132 3.0827 0.02 -0.01 -0.17 -1.01
C -3.1743 -2.8704 0.5769 0.18 -0.01 -0.07 -1.23
C -2.1636 0.2258 0.8015 0.38 -0.25 -0.12 1.08
Si -2.8782 1.9003 1.4243 -0.35 0.67 0.69 0.02
C -1.5378 2.5295 2.5862 -0.05 0.08 -0.12 -1.28
C -3.2956 3.1374 0.0814 0.23 -0.07 -0.34 -0.99
C -4.4672 1.9789 2.4694 0.04 -0.22 0.00 -1.23
H -5.8467 -1.5050 0.8266 0.21 0.17 -0.11 0.43
H -5.1459 -0.6647 -0.5712 -0.13 0.01 0.14 0.31
H -5.5876 0.2421 0.8875 0.10 -0.27 -0.16 0.21
H -4.2420 -2.0645 3.3337 0.19 0.14 0.02 0.37
H -2.5076 -1.6875 3.4345 -0.21 0.02 -0.02 0.29
H -3.7095 -0.4012 3.6430 0.11 -0.30 -0.15 0.24
H -3.2116 -2.9764 -0.5124 0.02 -0.18 0.22 0.38
H -2.2362 -3.3070 0.9317 -0.37 -0.10 -0.05 0.40
H -4.0015 -3.4703 0.9887 0.24 0.16 -0.13 0.49
H -1.2278 0.0100 1.4120 -0.81 0.31 0.32 -0.17
H -1.4831 1.8953 3.4825 -0.02 0.17 -0.19 0.33
H -0.5418 2.5419 2.1286 -0.06 0.01 0.25 0.38
H -1.7977 3.5505 2.8985 0.18 -0.22 0.03 0.46
H -4.2121 2.8444 -0.4476 0.16 0.06 0.10 0.36
H -3.4794 4.1147 0.5533 0.01 -0.27 -0.09 0.40
H -2.5024 3.2692 -0.6602 -0.30 0.06 0.02 0.25
H -5.3877 1.8445 1.8890 0.27 0.08 0.16 0.44
H -4.5057 1.3111 3.3361 -0.03 0.21 -0.22 0.32
H -4.5067 3.0076 2.8640 0.16 -0.23 -0.15 0.41

---

No. 4
51
Properties=species:S:1:pos:R:3:forces:R:3:mulliken_charge:R:1 method="wB97M-V/def2-TZVPD" relative_energy_kj_mol=89.7 orbital_gap_ev=10.8 smiles="COP(=O)(OC)OC.COP(=O)(OC)OC.COP(=O)(OC)OC" multiplicity=1
C 24.1819 -23.3243 -9.9309 1.18 0.65 -1.43 -0.54
O 22.8305 -23.2530 -10.3334 -0.52 -0.66 0.29 -0.18
P 21.5816 -22.8011 -9.4678 -0.79 0.04 -0.39 0.73
O 20.4120 -23.6912 -9.4543 0.82 0.00 -0.14 -0.71
O 22.1907 -22.4632 -8.0481 -0.32 0.38 0.15 -0.26
C 22.4159 -23.5596 -7.1542 -0.23 -0.31 0.35 -0.74
O 21.2596 -21.3564 -10.0577 -0.04 -0.12 0.68 -0.05
C 20.9886 -21.2054 -11.4480 1.03 0.74 -0.58 -0.61
H 24.5639 -24.3400 -9.8149 -0.58 -0.11 0.48 0.22
H 24.4536 -22.6537 -9.1175 -0.35 -0.24 0.31 0.40
H 24.7427 -22.9648 -10.8068 -0.11 0.01 0.21 0.13
H 21.6798 -23.6436 -6.3498 -0.15 0.65 -0.17 0.26
H 23.3876 -23.3649 -6.7056 0.08 -0.43 -0.11 0.27
H 22.3109 -24.5215 -7.6622 0.56 0.08 -0.14 0.33
H 21.2341 -20.1710 -11.7012 -0.19 0.05 0.22 0.21
H 19.9566 -21.3713 -11.7422 -0.04 -0.46 0.30 0.25
H 21.7232 -21.7781 -12.0179 -0.43 -0.39 -0.12 0.27
C 21.2914 -18.4811 -9.1806 -0.91 -0.24 -1.21 -0.71
O 21.6234 -17.2547 -8.5570 -0.12 0.76 0.17 -0.29
P 20.5676 -16.1112 -8.2171 0.35 -1.04 0.30 1.01
O 19.4664 -16.5733 -7.3634 0.12 0.51 -0.20 -0.68
O 20.1651 -15.5206 -9.6362 0.46 -0.47 0.11 -0.30
C 19.5842 -14.2470 -9.7374 -0.98 1.46 -0.09 -0.70
O 21.5297 -15.0027 -7.6137 -0.19 0.19 -0.49 -0.28
C 21.5292 -14.6930 -6.2359 0.38 0.55 1.12 -0.67
H 21.5968 -18.4282 -10.2290 0.47 -0.08 0.16 0.25
H 20.2156 -18.6655 -9.2729 -0.04 0.19 0.58 0.41
H 21.7322 -19.3372 -8.6881 0.27 0.20 0.22 0.24
H 19.1181 -13.8835 -8.8143 0.25 -0.33 0.14 0.31
H 18.7684 -14.2327 -10.4654 0.19 -0.48 -0.07 0.28
H 20.2888 -13.4763 -10.0625 0.29 -0.36 0.10 0.27
H 21.1151 -15.5139 -5.6534 -0.09 0.15 0.06 0.33
H 21.0286 -13.7445 -6.0098 -0.57 -0.34 -0.40 0.26
H 22.5402 -14.4617 -5.8834 0.15 -0.59 -0.43 0.26
C 25.8795 -24.7367 -16.4250 1.20 -1.41 -0.99 -0.69
O 25.0698 -24.3478 -15.3497 -0.49 0.04 0.75 -0.39
P 24.8803 -25.1814 -14.0166 -0.34 0.12 0.40 0.80
O 23.9966 -24.5667 -13.0192 0.47 0.17 -0.35 -0.34
O 26.3369 -25.5290 -13.4765 0.38 -0.27 -0.04 -0.27
C 26.8707 -24.9340 -12.2969 0.06 0.73 0.07 -0.57
O 24.4165 -26.5848 -14.5462 -0.37 -0.12 -0.41 -0.35
C 23.8960 -27.5446 -13.6139 0.64 -0.83 -0.49 -0.59
H 25.3261 -24.9273 -17.3493 -0.39 0.77 0.22 0.29
H 26.3648 -25.7192 -16.3110 -0.08 0.24 0.67 0.29
H 26.6908 -24.0239 -16.5717 -0.29 0.20 -0.07 0.29
H 26.6829 -23.8588 -12.3398 -0.03 -0.06 0.32 0.31
H 27.9495 -25.0737 -12.2506 -0.04 -0.23 -0.39 0.28
H 26.4520 -25.3655 -11.3882 -0.26 0.01 -0.14 0.21
H 24.0088 -27.2099 -12.5880 -0.29 0.07 0.06 0.26
H 24.4810 -28.4552 -13.7691 0.09 0.10 0.22 0.26
H 22.8794 -27.8182 -13.8836 -0.18 0.49 0.18 0.25